The following is a DFT calculation (the ωB97M-V functional and the def2-TZVPD basis) of a cluster of 4 separate species, CH9O4 in total in a non-equilibrium geometry.

relative energy (zero: lowest compared OMol25 entry of this formula, charge and spin)	42.1	kJ/mol
gap between HOMO and LUMO	8.056	eV
net charge	-1
LUMO energy	0.1549	hartree
multiplicity	1

Each atom is followed by the atoms it is bonded to, with distances in Å.
Atoms and positions in Å:
1 O 1.14665 -1.09026 -1.78685  H7 0.954, H14 1.029
2 O 0.62155 1.97108 -1.06047  H8 0.953, H12 0.988
3 O 0.73298 1.34705 1.63690  H9 1.035, H10 0.958
4 O -0.09057 -0.85878 0.43028  C5 1.399
5 C -1.44196 -1.21886 0.46571  O4 1.399, H6 1.118, H11 1.101, H13 1.106
6 H -1.96940 -0.42214 1.04598  C5 1.118
7 H 1.36137 -0.20585 -2.07276  O1 0.954
8 H -0.28899 1.92325 -1.33882  O2 0.953
9 H 0.52773 0.41081 1.24603  O3 1.035
10 H 1.43267 1.03708 2.21281  O3 0.958
11 H -1.84259 -1.28230 -0.55803  C5 1.101
12 H 0.70779 1.65419 -0.12912  O2 0.988
13 H -1.54641 -2.26786 0.79872  C5 1.106
14 H 0.64915 -0.99743 -0.89038  O1 1.029